Formula: CHF2NO2
Source: OMol25
Level of theory: ωB97M-V/def2-TZVPD

Atoms and positions in Å:
C: -1.03474 -0.69319 0.04704
N: -1.98786 0.40470 0.00898
O: -2.51916 0.74246 1.01412
O: -2.09419 0.85754 -1.09680
F: -1.37288 -1.81868 -0.58216
F: -0.70309 -1.01820 1.26412
H: 0.19289 -0.22423 -0.94392

Maximum force = 6.64 eV Å⁻¹
M = 97.0 g mol⁻¹
DFT total energy = -443.47853 hartree
ΔE to the lowest compared entry with this formula, charge and spin = 266.8 kJ/mol

---

Formula: CHF2NO3
Source: OMol25
Level of theory: ωB97M-V/def2-TZVPD

Atoms and positions in Å:
C: 0.11715 -0.54288 -0.07951
N: 0.93859 0.74277 -0.14914
O: 2.08479 0.47816 0.08908
O: 0.42034 1.76980 -0.41998
O: -1.50484 0.15139 0.72076
F: -0.34388 -0.88116 -1.25394
F: 0.58732 -1.43148 0.62458
H: -2.29948 -0.28660 0.46816

Maximum force = 8.24 eV Å⁻¹
M = 113.0 g mol⁻¹
DFT total energy = -518.71217 hartree
ΔE to the lowest compared entry with this formula, charge and spin = 325.1 kJ/mol

---

| no. | gap between HOMO and LUMO (Eh) | HOMO energy (hartree) |
| --- | --- | --- |
| 1 | 0.391 | -0.43071 |
| 2 | 0.372 | -0.40739 |